Record 1
{"formula": "C90H218N14O26", "method": "ωB97M-V/def2-TZVPD", "elements": ["O", "O", "O", "O", "O", "O", "O", "O", "O", "O", "O", "O", "O", "O", "O", "O", "O", "O", "O", "O", "O", "O", "O", "O", "O", "O", "N", "N", "N", "N", "N", "N", "N", "N", "N", "N", "N", "N", "N", "N", "C", "C", "C", "C", "C", "C", "C", "C", "C", "C", "C", "C", "C", "C", "C", "C", "C", "C", "C", "C", "C", "C", "C", "C", "C", "C", "C", "C", "C", "C", "C", "C", "C", "C", "C", "C", "C", "C", "C", "C", "C", "C", "C", "C", "C", "C", "C", "C", "C", "C", "C", "C", "C", "C", "C", "C", "C", "C", "C", "C", "C", "C", "C", "C", "C", "C", "C", "C", "C", "C", "C", "C", "C", "C", "C", "C", "C", "C", "C", "C", "C", "C", "C", "C", "C", "C", "C", "C", "C", "C", "H", "H", "H", "H", "H", "H", "H", "H", "H", "H", "H", "H", "H", "H", "H", "H", "H", "H", "H", "H", "H", "H", "H", "H", "H", "H", "H", "H", "H", "H", "H", "H", "H", "H", "H", "H", "H", "H", "H", "H", "H", "H", "H", "H", "H", "H", "H", "H", "H", "H", "H", "H", "H", "H", "H", "H", "H", "H", "H", "H", "H", "H", "H", "H", "H", "H", "H", "H", "H", "H", "H", "H", "H", "H", "H", "H", "H", "H", "H", "H", "H", "H", "H", "H", "H", "H", "H", "H", "H", "H", "H", "H", "H", "H", "H", "H", "H", "H", "H", "H", "H", "H", "H", "H", "H", "H", "H", "H", "H", "H", "H", "H", "H", "H", "H", "H", "H", "H", "H", "H", "H", "H", "H", "H", "H", "H", "H", "H", "H", "H", "H", "H", "H", "H", "H", "H", "H", "H", "H", "H", "H", "H", "H", "H", "H", "H", "H", "H", "H", "H", "H", "H", "H", "H", "H", "H", "H", "H", "H", "H", "H", "H", "H", "H", "H", "H", "H", "H", "H", "H", "H", "H", "H", "H", "H", "H", "H", "H", "H", "H", "H", "H", "H", "H", "H", "H", "H", "H", "H", "H", "H", "H", "H", "H", "H", "H", "H", "H", "H", "H", "H", "H", "H", "H", "H", "H", "H", "H", "H", "H", "H", "H", "H", "H", "H", "H", "H", "H"], "positions_angstrom": [[11.4048, 4.4808, 0.9472], [-3.1848, 3.0371, -1.7612], [-2.6734, -2.5414, 6.9642], [0.8980, 6.0050, -1.7464], [5.3060, -2.3384, 3.4237], [4.8130, -5.1080, -1.6090], [-0.9888, -6.6297, -4.5766], [-7.3635, -0.7208, -2.2184], [0.0588, 1.2552, 5.7291], [-5.5154, -3.3608, 2.0589], [5.5543, 2.5409, 1.8803], [2.9211, -9.2979, -2.1111], [-0.6555, -1.5179, 1.3462], [-1.0283, -0.4501, 9.7204], [2.4141, 0.1166, -8.9602], [-2.5284, 1.8097, -5.8139], [1.2351, 5.1307, 3.3252], [4.8009, 2.7495, -1.9429], [-5.2526, -0.1551, 3.6616], [0.2013, 6.3181, -5.7812], [6.2722, 9.0768, 1.9697], [-7.5103, -6.7631, 5.6580], [1.7394, -1.5153, -5.2430], [1.5377, -3.2594, 4.6872], [-6.1038, -4.5671, -6.0442], [0.9288, -6.7131, 1.9252], [0.2508, -1.2912, -7.7118], [8.4721, 4.6212, 1.2694], [-3.3244, 4.3409, -1.2694], [4.4480, -3.6226, 0.6728], [-2.7591, 0.3999, 5.8582], [2.0735, 2.8682, -3.2210], [-0.2107, 1.9219, 8.3208], [-7.2335, -2.0182, -4.8734], [-0.1066, -1.1941, 0.0899], [0.0814, 3.3885, -5.4200], [0.8932, -7.1758, -2.2676], [3.5341, 6.6457, 2.6655], [-0.1265, -4.0896, 2.5388], [-5.9701, -4.2850, 5.1257], [2.5446, 4.7270, 3.7341], [3.6404, 5.1936, 2.7739], [-2.3715, -0.8544, -1.0302], [1.5217, -7.9255, 2.4107], [-0.2060, -2.1466, -6.6239], [0.7899, 4.6332, -2.0847], [0.3975, -5.8860, -2.7415], [0.5751, 1.1186, 4.3918], [-0.2681, 6.4858, -1.2206], [1.7179, -0.9623, -9.5986], [2.7588, -1.8674, -4.3592], [2.4834, -2.2199, 4.9577], [0.3409, -0.0100, -2.3751], [-3.9384, 4.3034, 0.0424], [5.5943, 10.3414, 1.8661], [-0.8698, -5.1467, 1.9093], [3.3127, 2.4469, -3.8271], [-4.1579, 0.7200, 3.8647], [4.2097, -9.1724, -2.6001], [-6.7588, -0.5868, -0.9449], [-6.7262, -0.0968, -3.2911], [-0.1359, 2.0428, -5.9886], [5.5341, 8.2040, 2.7978], [4.2294, 1.7309, -2.8123], [6.3508, -1.8476, 2.5618], [-4.4515, 6.5114, -1.9001], [-5.3691, -3.7568, -5.1616], [4.7468, 1.6309, 1.1390], [1.2777, -1.9151, -8.4965], [-5.2618, 4.4216, -2.8868], [5.7788, -5.2249, -2.6056], [-4.9826, -3.9388, 0.8772], [2.1791, 4.1569, -2.4723], [6.4382, 3.2780, 1.0349], [-5.8183, -2.2645, -5.1063], [-8.0092, -5.5569, 5.1853], [-0.7126, 2.8505, 7.2750], [4.9479, -3.6294, 3.0879], [12.3897, 4.7836, -0.0101], [0.7764, 4.3491, 2.2585], [-7.3607, -0.5937, -4.6024], [-7.0145, -4.9296, 4.3337], [-1.2902, 1.3480, -5.2882], [-3.0074, 0.0148, 4.4700], [0.6737, 0.1218, 0.0426], [3.3914, -3.8055, -0.2636], [5.8659, 3.4306, -2.5590], [-5.1655, -3.2419, 4.4373], [1.3834, 0.1797, -1.2783], [-3.1342, 5.2136, -3.5253], [-6.1996, 0.3331, 2.7366], [-2.2899, -7.0943, -5.1162], [2.6208, -8.3720, -1.0375], [-4.0531, 5.1570, -2.3115], [-1.0365, -6.0194, -3.2901], [-3.7802, -0.2687, 6.6998], [-2.4837, -3.6925, 7.7075], [0.6191, 7.4727, -5.0141], [-0.4827, -6.5569, 2.3017], [-1.0291, -1.6325, -1.0000], [-4.3965, 5.7163, 0.4316], [3.0140, 1.0547, -9.8994], [0.2499, -2.7608, 4.4707], [-2.9648, 3.7400, 1.0937], [-6.4858, -3.8886, -7.2093], [-0.2549, 1.3147, 0.3674], [3.9408, -3.8964, 1.9924], [1.7266, 0.0842, 1.1751], [9.4309, 5.2809, 2.1028], [-5.1229, 3.3255, 0.1205], [0.9031, 4.1424, -6.3645], [1.3870, 5.4622, -5.8242], [-0.7745, 0.7942, 10.3255], [7.3114, 4.1279, 1.9493], [-3.3697, -1.4851, 7.6077], [2.1392, -7.0611, -1.5333], [-0.6218, -3.7698, 3.8651], [4.6588, 7.2901, 1.9685], [-0.2743, -1.4086, -2.3100], [-5.2539, 6.3848, -0.6460], [3.9594, -3.9844, -1.6834], [-1.1336, 1.9407, 9.3772], [0.8333, -2.5442, -5.5740], [-4.5303, -3.5965, 3.0855], [-3.6124, 1.0323, -5.3897], [0.1587, 2.6986, 6.0694], [-8.5351, -7.5695, 6.2081], [10.7281, 5.6867, 1.3357], [-1.3678, -3.1304, -0.9776], [-0.2135, -1.4083, 10.2998], [2.2850, 1.7156, -10.4717], [-1.3350, 0.8529, 11.2606], [-3.8866, 1.2197, -4.3342], [-4.4810, 1.5364, 4.4740], [-4.3098, -1.8726, 8.0835], [2.8130, 6.8422, 2.0206], [-6.2244, 5.9369, -0.9019], [0.5010, -2.2280, -2.3627], [0.4408, 4.2414, -7.3489], [6.1808, 4.3017, -1.9955], [5.3706, 6.5350, 1.5233], [-2.7343, -7.8458, -4.4953], [-5.5887, 4.8705, -3.8320], [-2.8335, -1.0764, 8.4808], [0.0291, 7.2627, -0.5283], [-1.5680, -6.6685, -2.5465], [2.3464, -2.3640, -3.4859], [-0.1351, 3.3480, 5.2173], [4.4894, -3.0817, -2.0287], [5.7166, 10.9643, 2.7628], [3.4031, -2.5762, -4.9012], [-2.2499, 2.9318, -1.9051], [1.9082, 5.4158, -4.8551], [2.5776, 4.9525, -3.0317], [1.8694, 3.6620, -6.5500], [-1.1889, 1.6496, -4.2529], [-5.9130, -1.2695, -0.7974], [-0.1439, 2.0600, -7.1013], [9.7858, 4.6231, 2.9943], [-4.3601, -2.9533, 5.0959], [-5.5236, -1.7438, -5.9974], [-5.6856, 3.3997, 1.0689], [-4.9993, 6.9974, -2.7103], [-1.4087, -4.9810, -3.3750], [-1.0904, -7.3383, 1.8114], [-6.0786, 4.5299, -2.2257], [-1.6137, -3.2845, 3.7679], [5.6510, 3.7833, -3.6051], [1.9999, -0.7100, -1.3278], [-0.9330, -1.6295, -3.1137], [3.7188, 4.6902, 1.8083], [5.9631, 10.8951, 0.9809], [1.4668, -8.0268, 3.4887], [-7.0225, 0.9641, -3.3079], [-4.5091, -0.6700, 6.0121], [-1.7947, 2.6194, 6.9795], [0.2929, 4.0538, -1.2759], [2.4116, -1.4053, -10.2736], [-0.7426, -4.6766, 4.4170], [-7.0480, 0.0307, -5.4671], [-3.3331, -0.0378, -5.4633], [-3.5047, 7.0690, -1.7039], [3.5230, 1.8205, -9.2817], [13.1176, 5.4625, 0.4311], [-3.2280, -4.5140, 7.4877], [2.7403, 5.2836, 4.6467], [3.0018, -6.5957, -2.1824], [-1.1855, 0.2656, -5.3652], [3.1589, -4.2711, -2.3432], [-0.7574, 1.6545, -0.5861], [-4.1224, -3.4088, 0.4880], [-2.1879, 1.9334, 9.0713], [-6.5291, 0.4821, -0.6500], [4.5670, 4.9862, 3.3701], [5.0319, 1.2151, -3.3260], [3.6851, 0.4802, -10.5890], [0.1038, 4.5930, -2.9768], [0.9751, -7.8000, -3.0533], [-4.7937, -5.0349, 0.9511], [-6.9980, -0.3893, 2.7505], [-0.1905, 0.9840, 7.9094], [5.9142, -4.3180, -3.2249], [-3.5620, 5.8628, -4.3120], [1.2248, 0.2886, 2.1237], [-2.2308, -3.3524, -0.3812], [0.9112, -0.5050, -10.1064], [2.6387, -1.6791, 4.0267], [4.2727, 7.9424, 1.1207], [1.9419, -6.3973, -0.7003], [-9.3743, -7.6996, 5.4595], [0.3108, 2.1223, 0.7864], [-0.3558, -2.3990, 9.8422], [0.2842, 0.9479, 10.5115], [0.8764, 0.1550, -3.3037], [3.7374, 2.0305, 0.7936], [-6.4952, 1.4061, 2.9830], [4.5373, 0.8541, 1.8484], [2.7722, 4.0428, -1.6133], [-3.0003, 4.1814, -3.9788], [4.4901, 10.1778, 1.7201], [-5.8675, 3.6409, -0.6215], [7.6883, 3.4358, 2.6548], [3.3801, -1.0183, -4.0469], [-7.2085, -3.0997, -7.0975], [-1.5637, -4.1489, 7.3596], [9.0317, 6.1585, 2.5149], [-2.7001, 2.7065, 0.8401], [-3.0147, -6.2752, -5.1149], [6.5029, -0.8136, 2.6472], [-4.8818, 2.3348, -0.1848], [5.6081, -6.0616, -3.3051], [-6.7565, -5.6832, 3.6199], [1.0027, -5.4140, -3.5556], [-5.7342, 0.1968, 1.6965], [-1.6531, -3.3165, -2.0662], [-5.6624, -0.2801, -3.2591], [-0.5204, 0.6269, -2.2452], [-8.9710, -7.1038, 7.1131], [1.0945, 3.2909, 2.2185], [12.8955, 3.8124, -0.0962], [-8.1741, -8.6055, 6.4542], [4.4846, -4.0152, 4.0078], [-4.8744, 5.7811, 1.4047], [4.2233, -9.9410, -3.3894], [-7.4623, -2.5373, -4.0608], [11.2896, 6.3940, 1.9682], [1.9277, -8.8841, -0.3713], [-3.1428, -1.5206, -1.4602], [-0.5113, -1.4652, 11.3866], [-4.2944, 0.4985, 7.2718], [6.1357, -1.9530, 1.5201], [2.7339, -4.6379, 0.0472], [-0.3067, -2.3701, 1.5791], [-8.3345, -4.8588, 5.9740], [2.6218, -7.8669, 2.0896], [-5.3756, -4.9705, 5.5555], [0.8464, -1.1514, 10.2090], [6.7837, 4.8744, 2.5520], [2.7438, -2.9156, -0.2610], [-2.6202, -0.8104, 0.0441], [-0.0411, 8.2954, -5.2932], [-3.8647, 1.0372, 2.8732], [-5.5472, 7.4087, -0.3593], [3.0533, -3.2108, 2.0822], [11.9397, 5.1281, -0.9654], [-8.8775, -5.8483, 4.5675], [-0.9741, 1.0302, 1.1309], [6.2582, 7.6553, 3.3442], [-7.5319, -4.0812, 3.7458], [-3.4727, 3.7755, 2.1065], [-2.2788, 0.1533, -1.4690], [-0.8832, 5.7052, -0.6490], [-2.0326, 4.3060, 1.0895], [-0.4803, -3.7277, -0.7448], [4.8600, 8.6991, 3.4670], [5.8347, -4.2145, 2.8631], [-5.7765, -2.3470, 4.2786], [3.6065, 1.0628, -2.2291], [-4.2848, -3.7884, -5.4621], [6.7292, -5.5081, -2.0926], [-5.5452, -3.4625, -7.5344], [1.6327, 1.3920, 4.4068], [-0.8863, 6.8857, -2.0124], [-0.8254, -4.9906, 0.8564], [3.1210, 1.6616, -4.6047], [5.1863, -4.3176, 0.5424], [0.7711, -0.5173, -7.2997], [2.1854, -2.1485, -7.9168], [8.2617, 5.1693, 0.4366], [-1.9824, -7.3934, -6.1039], [-0.5804, 3.8761, 7.6665], [-4.1305, -4.6087, 3.0520], [-0.2481, 4.4388, 2.2631], [-2.0650, 0.3209, 3.9516], [-0.7975, -2.9598, -7.0669], [-7.4998, -0.8726, -0.2339], [-5.1798, -1.8329, -4.3007], [7.0675, 2.5928, 0.4565], [1.1927, 4.7970, 1.3600], [10.3771, 6.2289, 0.4443], [3.4856, -8.2245, -0.4719], [-5.3597, -4.2421, -4.2146], [2.2650, -0.8552, 1.1555], [1.1955, 2.9260, 6.3565], [1.4750, -3.4487, -5.7928], [0.8540, -4.3707, 2.5512], [-0.9207, -1.5734, -6.0100], [3.4327, -2.6563, 5.2027], [1.3433, 2.9188, -3.9283], [-2.1245, 5.5269, -3.1658], [7.2770, -2.4155, 2.6999], [-0.0729, 1.7501, 3.8796], [-5.7248, -3.8395, 0.1270], [1.9017, 1.0773, -1.4822], [-1.7886, 0.2463, 6.1067], [6.7390, 2.7819, -2.5737], [4.3097, -8.2235, -3.0493], [-8.4647, -0.3207, -4.5908], [-3.4905, 6.2656, 0.4140], [1.0336, -2.8817, -8.9576], [0.7486, 1.4228, -5.7749], [-1.9646, -4.9716, 2.0419], [5.2344, 1.1092, 0.3357], [2.0941, -1.5642, 5.7358], [1.0184, -8.8588, 2.0813], [-0.8060, 3.8627, -5.3704], [3.8707, 3.2357, -4.3060], [-3.7498, -2.8533, 2.9301], [0.2257, -1.9700, 3.7786], [1.6093, 7.8099, -5.3497], [3.4804, -4.8756, 2.1542], [2.0511, 5.8343, -6.6415], [0.3817, -5.2367, -1.8467], [0.6535, 7.3116, -3.9512], [5.8646, 3.8617, 0.2936], [-3.1966, -1.0848, 4.3902], [4.9538, -9.3783, -1.8256], [-5.0585, 3.3718, -3.0200], [2.6016, 3.6309, 3.9211], [-0.5977, -6.7446, 3.3547], [-2.4926, -3.4521, 8.7848], [0.3319, -2.8268, -4.6426], [0.4966, 0.0873, 4.0295], [-4.4957, 1.2550, -6.0573], [-0.1937, -2.4154, 5.4271], [-0.9445, 2.8714, 9.9335], [2.3852, 0.8799, 0.8490], [-6.8671, -4.5499, -7.9486]], "lowdin_charge": [-0.20, -0.03, -0.21, -0.20, -0.16, -0.22, -0.21, -0.18, -0.24, -0.18, -0.18, -0.18, -0.03, -0.21, -0.23, -0.18, -0.18, -0.23, -0.23, -0.18, -0.19, -0.19, -0.21, -0.17, -0.18, -0.22, -0.04, -0.07, -0.06, -0.05, -0.04, -0.02, -0.06, -0.04, -0.06, -0.05, -0.04, -0.04, -0.04, -0.03, -0.21, -0.21, -0.01, -0.12, -0.18, -0.21, -0.21, -0.10, -0.15, -0.21, -0.11, -0.07, -0.16, -0.52, -0.11, -0.20, -0.21, -0.22, -0.13, -0.10, -0.24, -0.19, -0.25, -0.17, -0.08, -0.16, -0.21, -0.11, -0.22, -0.04, -0.12, -0.12, -0.16, -0.21, -0.23, -0.30, -0.21, -0.26, -0.13, -0.12, -0.20, -0.24, -0.20, -0.20, -0.45, -0.21, -0.12, -0.17, -0.13, -0.04, -0.09, -0.04, -0.20, -0.53, -0.23, -0.15, -0.13, -0.10, -0.16, -0.49, -0.10, -0.10, -0.25, -0.02, -0.12, -0.01, -0.22, 0.00, -0.22, -0.03, -0.22, -0.21, -0.22, -0.22, -0.19, -0.22, -0.19, -0.20, -0.15, -0.18, -0.20, -0.26, -0.22, -0.21, -0.12, -0.18, -0.12, -0.21, -0.03, -0.13, 0.10, 0.12, 0.08, 0.12, 0.13, 0.08, 0.11, 0.12, 0.13, 0.08, 0.12, 0.07, 0.10, 0.10, 0.09, 0.14, 0.06, 0.12, 0.13, 0.08, 0.10, 0.08, 0.10, 0.09, 0.12, 0.11, 0.08, 0.13, 0.16, 0.09, 0.10, 0.10, 0.14, 0.10, 0.13, 0.04, 0.12, 0.09, 0.12, 0.10, 0.11, 0.09, 0.07, 0.13, 0.09, 0.13, 0.12, 0.11, 0.11, 0.12, 0.08, 0.13, 0.08, 0.08, 0.10, 0.12, 0.14, 0.09, 0.09, 0.08, 0.06, 0.12, 0.09, 0.13, 0.11, 0.09, 0.12, 0.11, 0.10, 0.08, 0.11, 0.09, 0.10, 0.06, 0.05, 0.11, 0.08, 0.14, 0.09, 0.09, 0.04, 0.08, 0.12, 0.10, 0.09, 0.11, 0.07, 0.10, 0.09, 0.09, 0.06, 0.11, 0.09, 0.07, 0.08, 0.08, 0.06, 0.07, 0.06, 0.06, 0.08, 0.11, 0.12, 0.09, 0.09, 0.09, 0.07, 0.09, 0.08, 0.09, 0.10, 0.12, 0.13, 0.10, 0.10, 0.12, 0.12, 0.08, 0.11, 0.11, 0.06, 0.10, 0.03, 0.14, 0.11, 0.10, 0.09, 0.10, 0.11, 0.08, 0.09, 0.11, 0.12, 0.12, 0.10, 0.12, 0.08, 0.11, 0.16, 0.11, 0.07, 0.09, 0.05, 0.06, 0.11, 0.12, 0.11, 0.09, 0.12, 0.10, 0.09, 0.10, 0.06, 0.08, 0.13, 0.12, 0.09, 0.12, 0.12, 0.08, 0.13, 0.11, 0.05, 0.12, 0.13, 0.07, 0.11, 0.13, 0.09, 0.11, 0.09, 0.10, 0.08, 0.13, 0.13, 0.11, 0.09, 0.07, 0.06, 0.07, 0.09, 0.05, 0.07, 0.08, 0.08, 0.09, 0.05, 0.13, 0.10, 0.13, 0.11, 0.12, 0.08, 0.09, 0.09, 0.10, 0.09, 0.10, 0.08, 0.09, 0.12, 0.13, 0.10, 0.06, 0.11, 0.11, 0.09, 0.07, 0.12, 0.11, 0.09, 0.09, 0.06, 0.11, 0.14, 0.13, 0.04, 0.08], "e_lumo_ev": 0.45, "homo_lumo_gap_ev": 8.42, "de_lowest_kj_mol": 163.0, "spin_multiplicity": 1, "mol_weight_g_mol": 1912.81}

Record 2
{"formula": "CH3NO2", "method": "ωB97M-V/def2-TZVPD", "elements": ["O", "O", "N", "C", "H", "H", "H"], "positions_angstrom": [[-1.1473, 0.2745, 0.9384], [1.5315, 0.4462, -0.2915], [-0.5471, -0.0869, -0.2827], [0.6537, -0.5303, -0.3203], [-2.0967, 0.2493, 0.7610], [0.9132, -1.5247, -0.6552], [0.6926, 1.1718, -0.1498]], "nbo_charge": [-0.56, -0.62, -0.47, 0.50, 0.48, 0.17, 0.50], "smiles": "O/C=N\\O", "e_lumo_ev": [-0.20, -0.20], "homo_lumo_gap_ev": [7.85, 7.85], "de_lowest_kj_mol": 574.6, "spin_multiplicity": 1, "mol_weight_g_mol": 61.04}